Record 1
{"formula": "C42H49F3N9O4S", "method": "ωB97M-V with the def2-TZVPD basis set", "orbital_gap_ev": 4.47, "lumo_energy_ev": -4.96, "e_homo_ev": -9.43, "charge": 1, "e_tot_ha": -3121.004772, "symbols": ["S", "F", "F", "F", "O", "O", "O", "O", "N", "N", "N", "N", "N", "N", "N", "N", "N", "C", "C", "C", "C", "C", "C", "C", "C", "C", "C", "C", "C", "C", "C", "C", "C", "C", "C", "C", "C", "C", "C", "C", "C", "C", "C", "C", "C", "C", "C", "C", "C", "C", "C", "C", "C", "C", "C", "C", "C", "C", "C", "H", "H", "H", "H", "H", "H", "H", "H", "H", "H", "H", "H", "H", "H", "H", "H", "H", "H", "H", "H", "H", "H", "H", "H", "H", "H", "H", "H", "H", "H", "H", "H", "H", "H", "H", "H", "H", "H", "H", "H", "H", "H", "H", "H", "H", "H", "H", "H", "H"], "xyz": [[2.846, 2.996, -4.961], [-1.181, 4.888, -0.212], [0.690, 5.421, -1.168], [0.374, 5.873, 0.938], [-2.178, -0.365, 0.815], [3.901, 1.533, -1.876], [3.690, 2.475, 0.156], [-3.434, 0.107, 2.563], [-1.098, -2.859, 3.059], [-5.243, -9.760, -2.973], [-1.721, -6.777, 1.218], [4.080, 2.850, -2.485], [4.016, 12.169, -3.562], [0.216, -1.051, -0.093], [-4.885, 4.140, 1.539], [3.982, 7.456, -3.083], [2.491, -7.045, 3.695], [-2.382, 0.237, 2.055], [3.195, -8.425, 5.276], [1.370, -7.543, 4.305], [5.578, 7.404, -4.617], [-6.432, -11.397, -2.078], [2.515, -0.581, -0.239], [5.220, 12.463, -4.146], [2.174, 0.758, -0.451], [-6.289, -9.166, -2.317], [3.036, 12.957, -4.106], [5.008, 13.452, -5.067], [4.335, 6.143, -3.234], [-3.129, -6.157, -0.375], [0.745, 3.628, 0.351], [1.774, -8.401, 5.291], [-1.651, 0.437, -0.240], [0.156, 4.964, -0.014], [-2.409, -5.713, 0.703], [-7.044, -10.156, -1.750], [3.607, -7.582, 4.281], [-2.866, -7.548, -0.511], [3.937, -1.083, -0.181], [-6.512, 3.459, 2.876], [-0.824, -4.555, 4.452], [4.738, 8.231, -3.921], [0.451, 2.622, -0.763], [-5.326, -11.120, -2.834], [-5.941, 4.561, 2.299], [3.443, 2.888, -3.552], [3.621, 13.765, -5.042], [5.324, 6.076, -4.178], [0.257, -3.007, 3.232], [-1.997, -7.899, 0.486], [-4.781, 2.774, 1.624], [-1.271, 0.953, 2.758], [-5.776, 2.323, 2.448], [1.480, -1.487, -0.059], [0.828, 1.189, -0.479], [-0.145, 0.234, -0.278], [3.310, 1.707, -0.653], [-1.759, -3.795, 3.804], [0.457, -4.054, 4.090], [-2.049, -0.013, -1.144], [-6.403, -8.096, -2.312], [-0.526, -1.730, 0.053], [-5.957, 1.296, 2.711], [-4.594, -11.769, -3.283], [0.917, 2.956, -1.687], [5.761, 13.902, -5.691], [-4.015, 2.245, 1.089], [4.646, -0.284, -0.021], [3.873, 11.485, -2.845], [4.615, 9.300, -3.955], [3.278, 7.797, -2.456], [6.119, 11.947, -3.856], [1.125, -8.953, 5.950], [-6.768, -12.379, -1.792], [-3.274, -8.213, -1.253], [0.958, -2.355, 2.734], [3.995, -1.799, 0.631], [5.815, 5.178, -4.517], [0.387, -7.244, 3.986], [3.113, 14.501, -5.643], [4.594, -7.319, 3.940], [-6.194, 5.605, 2.364], [-0.292, 0.611, 2.419], [4.147, -1.634, -1.093], [2.494, -6.389, 2.938], [2.014, 12.876, -3.781], [-1.535, -2.171, 2.476], [6.297, 7.715, -5.355], [1.413, -4.421, 4.426], [-1.952, 1.471, -0.153], [-1.343, 0.783, 3.821], [-3.774, -5.556, -0.993], [-7.936, -10.009, -1.165], [-2.835, -3.841, 3.805], [-1.555, -8.847, 0.738], [3.838, -8.998, 5.921], [-0.615, 2.676, -0.951], [-7.366, 3.464, 3.532], [-1.031, -5.378, 5.115], [1.641, -2.536, 0.118], [-1.320, 2.008, 2.501], [-4.285, 4.740, 1.006], [-2.325, -4.737, 1.150], [0.319, 3.335, 1.306], [3.854, 5.376, -2.652], [1.795, 3.807, 0.519], [-4.527, -9.275, -3.479], [-1.112, -6.738, 2.014]], "forces_ev_per_angstrom": [[-0.236, 0.166, -0.006], [0.093, 0.004, 0.081], [-0.061, 0.031, 0.181], [-0.020, -0.045, -0.109], [0.033, 0.128, -0.286], [-0.784, 0.131, -0.357], [-0.118, 0.632, 0.720], [-0.994, -0.529, 0.272], [0.160, 0.051, -0.034], [-0.032, -0.015, 0.036], [0.022, -0.017, -0.027], [-0.142, -0.185, 0.196], [-0.005, -0.015, -0.082], [0.273, -0.166, -0.012], [-0.016, -0.062, 0.010], [0.085, 0.008, -0.086], [0.007, -0.042, 0.044], [-0.008, 0.191, 0.613], [0.006, -0.003, 0.000], [0.006, 0.033, -0.053], [0.023, 0.015, -0.002], [-0.008, -0.002, 0.004], [-0.023, -0.131, 0.139], [-0.002, -0.044, 0.054], [-0.454, -0.777, -0.037], [0.063, 0.040, -0.021], [-0.006, -0.032, 0.042], [-0.006, -0.004, -0.024], [-0.122, 0.036, 0.064], [0.042, -0.006, -0.033], [-0.115, 0.137, 0.050], [-0.017, -0.007, 0.010], [0.588, -0.779, 0.437], [-0.108, 0.152, -0.177], [0.085, 0.104, 0.001], [-0.005, -0.007, 0.010], [0.004, 0.055, -0.023], [0.008, 0.019, -0.045], [-0.787, -0.216, 0.023], [-0.013, 0.036, -0.013], [0.015, -0.004, -0.071], [-0.050, 0.013, 0.038], [-0.115, 0.020, 0.168], [0.053, 0.022, -0.001], [0.015, 0.020, 0.011], [0.660, -0.290, -0.188], [0.004, 0.002, -0.014], [-0.032, -0.030, -0.024], [-0.049, -0.040, -0.117], [0.043, 0.016, 0.007], [0.023, 0.213, 0.005], [0.966, -0.149, -1.084], [0.011, -0.031, -0.002], [0.027, 0.706, -0.108], [0.671, 0.208, -0.067], [-0.213, 0.002, 0.042], [0.505, 0.066, -0.458], [-0.090, -0.059, -0.026], [0.076, -0.015, -0.073], [-0.284, 0.252, -0.270], [-0.018, 0.002, 0.014], [-0.080, 0.037, 0.090], [0.017, -0.011, 0.012], [-0.006, -0.016, 0.003], [0.228, -0.033, -0.117], [0.004, 0.003, -0.004], [0.010, -0.039, -0.090], [0.238, 0.047, -0.055], [0.010, 0.037, 0.063], [-0.001, 0.004, -0.066], [-0.008, 0.001, 0.010], [0.016, 0.022, 0.003], [0.000, -0.010, 0.000], [-0.006, -0.005, -0.002], [-0.042, -0.032, 0.042], [0.024, 0.047, 0.090], [0.252, -0.039, 0.203], [0.026, 0.005, 0.009], [-0.017, -0.001, 0.035], [-0.001, 0.005, -0.004], [0.013, -0.014, 0.012], [-0.012, 0.000, 0.017], [0.095, -0.091, 0.031], [0.283, 0.123, -0.190], [-0.012, -0.018, -0.036], [-0.006, 0.022, -0.001], [-0.180, 0.012, 0.025], [0.006, 0.005, -0.001], [-0.018, -0.003, 0.062], [-0.008, 0.161, -0.040], [-0.246, 0.179, 0.206], [-0.029, -0.008, 0.013], [-0.007, -0.001, 0.000], [-0.005, -0.007, 0.026], [-0.018, -0.016, -0.006], [0.001, -0.006, 0.004], [-0.097, -0.055, -0.177], [-0.009, -0.002, 0.001], [0.008, 0.029, 0.049], [-0.057, -0.182, 0.015], [-0.179, 0.254, 0.283], [-0.018, 0.017, -0.022], [-0.050, -0.009, 0.038], [-0.144, -0.124, 0.076], [0.052, 0.024, 0.079], [0.395, -0.131, -0.032], [-0.012, -0.002, -0.053], [-0.045, 0.013, 0.056]], "lowdin_charge": [0.9078, 0.1258, 0.1387, 0.1650, -0.0361, 0.0015, 0.2157, 0.1789, 0.0102, -0.0072, 0.0097, 0.0846, -0.0101, 0.1727, 0.0029, 0.0074, -0.0046, -0.5325, -0.1021, -0.1567, -0.0975, -0.1096, -0.1391, -0.1492, 0.0316, -0.1516, -0.1436, -0.1078, -0.1634, -0.1111, -0.0381, -0.0991, -0.0638, -0.6224, -0.1590, -0.1101, -0.1385, -0.1021, 0.0166, -0.0957, -0.0978, -0.1288, -0.0793, -0.1428, -0.1311, -0.7572, -0.1088, -0.1114, -0.1517, -0.1263, -0.1555, 0.0465, -0.1011, 0.0409, -0.0446, -0.1120, -0.4607, -0.1283, -0.1036, 0.1565, 0.1023, 0.1817, 0.0925, 0.1044, 0.1333, 0.0917, 0.0785, 0.0937, 0.1298, 0.0926, 0.1410, 0.1047, 0.0946, 0.0907, 0.0782, 0.0853, 0.0977, 0.0896, 0.0832, 0.0914, 0.1050, 0.1103, 0.0790, 0.1099, 0.1314, 0.1032, 0.1031, 0.0956, 0.0919, 0.1267, 0.1083, 0.0869, 0.0903, 0.1219, 0.1116, 0.0943, 0.1103, 0.0955, 0.1010, 0.1557, 0.0908, 0.1371, 0.0790, 0.1300, 0.0733, 0.1210, 0.1359, 0.1230]}


Record 2
{"formula": "C42H50BClIMnN4O4", "method": "ωB97M-V with the def2-TZVPD basis set", "orbital_gap_ev": [5.09, 7.34], "lumo_energy_ev": [2.25, 2.24], "spin_multiplicity": 6, "e_homo_ev": [-2.84, -5.10], "charge": -1, "e_tot_ha": -4084.370033, "symbols": ["I", "Mn", "Cl", "O", "O", "O", "O", "N", "N", "N", "N", "C", "C", "C", "C", "C", "C", "C", "C", "C", "C", "C", "C", "C", "C", "C", "C", "C", "C", "C", "C", "C", "C", "C", "C", "C", "C", "C", "C", "C", "C", "C", "C", "C", "C", "C", "C", "C", "C", "C", "C", "C", "C", "B", "H", "H", "H", "H", "H", "H", "H", "H", "H", "H", "H", "H", "H", "H", "H", "H", "H", "H", "H", "H", "H", "H", "H", "H", "H", "H", "H", "H", "H", "H", "H", "H", "H", "H", "H", "H", "H", "H", "H", "H", "H", "H", "H", "H", "H", "H", "H", "H", "H", "H"], "xyz": [[0.079, 2.221, 2.968], [-0.190, 1.203, 0.195], [-5.255, 1.780, -1.010], [-2.300, 1.271, -1.144], [-2.061, 0.721, 0.988], [-1.194, 5.034, -3.768], [1.439, 1.628, -0.614], [3.046, 3.211, -3.439], [0.974, -1.694, 1.354], [-0.453, -1.971, -0.403], [-0.613, 3.281, 0.169], [-3.692, 4.890, 1.541], [1.619, -0.946, 3.657], [3.296, -1.258, 1.908], [3.728, -1.785, 0.545], [-1.614, 3.726, 1.009], [1.947, -1.270, 2.325], [-2.668, -2.496, -1.436], [-0.945, -1.590, 3.673], [-2.709, 4.522, 0.627], [-3.342, -4.675, -0.321], [0.461, 0.533, -3.641], [1.380, -1.817, -3.615], [0.837, -3.065, 1.071], [0.776, 3.644, -1.815], [-3.064, -2.670, 1.169], [-3.003, -1.958, -3.790], [-1.584, 3.357, 2.365], [-1.738, -1.401, -3.836], [-0.918, -1.375, -2.716], [1.044, 4.444, -2.957], [3.722, 1.276, -2.138], [-1.375, -1.927, -1.507], [-3.448, -2.495, -2.598], [2.639, -0.424, 4.463], [0.320, -1.231, 4.436], [4.278, -0.798, 2.774], [1.655, 2.549, -1.580], [3.948, -0.329, 4.036], [0.615, -2.367, 5.433], [-0.307, 3.965, -0.964], [0.094, 5.527, -3.362], [-3.630, 4.488, 2.870], [4.779, -0.888, -0.123], [2.775, 2.409, -2.399], [-2.783, 0.988, -0.049], [-4.278, 0.886, 0.183], [0.485, -0.803, -2.888], [-3.400, -3.143, -0.243], [0.000, -3.224, 0.037], [4.287, -3.207, 0.688], [2.163, 4.186, -3.709], [-2.553, 3.707, 3.283], [0.183, -0.930, 0.409], [-3.641, -1.960, -4.670], [-4.001, -5.113, 0.436], [-4.555, -0.162, 0.118], [-4.533, 5.483, 1.198], [-0.032, 6.253, -2.553], [-3.656, -5.037, -1.304], [-4.445, -2.930, -2.547], [2.414, -1.456, -3.650], [-2.812, 4.804, -0.415], [1.032, -1.956, -4.645], [3.561, -3.889, 1.139], [-0.290, -2.609, 6.001], [1.404, -2.105, 6.140], [4.570, -3.607, -0.292], [4.368, 1.146, -3.006], [-4.443, -2.877, -0.406], [4.346, 1.485, -1.265], [5.773, -1.055, 0.309], [-0.238, 1.234, -3.176], [1.356, -3.820, 1.645], [0.153, 0.393, -4.683], [-1.396, 4.258, -3.229], [-4.402, 4.774, 3.579], [-0.290, -4.136, -0.463], [1.367, -2.794, -3.118], [5.179, -3.195, 1.323], [-1.380, -0.967, -4.763], [-0.845, 4.886, -1.166], [-1.193, -0.871, 2.898], [0.502, 6.063, -4.216], [1.454, 0.983, -3.655], [4.844, -1.104, -1.193], [-3.890, -2.923, 1.841], [4.710, 0.084, 4.688], [-0.845, -2.576, 3.214], [-2.906, -1.594, 1.215], [2.372, 4.795, -4.588], [5.314, -0.782, 2.449], [4.528, 0.164, -0.001], [2.855, -1.830, -0.101], [-2.171, -3.160, 1.544], [-4.507, 1.260, 1.172], [2.383, -0.104, 5.472], [3.174, 0.352, -1.934], [0.107, -0.332, 5.018], [0.920, -0.627, -1.913], [-1.789, -1.628, 4.374], [-2.477, 3.374, 4.311], [-2.328, -5.038, -0.131], [0.930, -3.267, 4.892]], "forces_ev_per_angstrom": [[-0.030, 0.095, 0.387], [-0.752, 0.077, -0.061], [0.103, -0.085, 0.094], [0.146, -0.032, -0.010], [0.078, 0.183, -0.538], [0.182, 0.109, 0.021], [0.491, 0.271, -0.485], [-0.130, 0.032, 0.094], [-0.020, -0.236, 0.233], [-0.150, -0.310, 0.271], [-0.040, -0.041, 0.115], [0.105, -0.049, -0.084], [-0.082, -0.055, 0.017], [-0.026, 0.048, -0.147], [0.153, 0.068, 0.133], [0.017, 0.175, -0.195], [0.020, -0.179, -0.024], [-0.063, 0.107, 0.056], [-0.002, -0.018, -0.116], [-0.146, -0.006, -0.022], [0.025, -0.015, -0.003], [-0.029, -0.189, -0.111], [-0.021, -0.028, 0.015], [0.076, 0.219, 0.216], [-0.166, -0.157, 0.351], [0.010, 0.046, -0.125], [-0.003, -0.022, 0.058], [0.249, -0.144, 0.219], [-0.091, 0.087, -0.125], [0.197, 0.046, -0.100], [0.022, 0.051, -0.127], [-0.027, 0.208, -0.138], [0.048, -0.108, 0.110], [-0.015, 0.007, 0.006], [-0.040, 0.076, 0.048], [0.144, -0.124, -0.178], [0.085, 0.103, 0.055], [-0.308, -0.174, 0.416], [-0.052, -0.047, -0.062], [-0.033, -0.049, 0.011], [-0.167, -0.118, 0.283], [-0.168, -0.148, -0.064], [-0.035, 0.033, -0.016], [0.086, -0.160, 0.231], [0.180, 0.104, -0.098], [0.368, -0.076, 0.075], [0.051, 0.065, -0.089], [-0.202, -0.060, -0.288], [0.335, -0.016, -0.012], [-0.124, 0.230, -0.209], [-0.044, -0.078, -0.019], [0.186, -0.185, 0.021], [-0.006, 0.001, -0.095], [-0.257, -0.350, -0.133], [0.088, -0.010, 0.113], [0.054, 0.021, -0.054], [-0.056, -0.098, 0.016], [0.043, -0.020, -0.007], [-0.053, 0.088, 0.097], [0.030, 0.030, 0.084], [0.131, 0.093, 0.000], [-0.087, -0.028, -0.014], [-0.014, -0.006, 0.086], [0.041, -0.023, 0.078], [0.086, 0.075, -0.070], [0.094, 0.014, -0.053], [-0.018, -0.028, -0.058], [-0.023, 0.044, 0.105], [0.014, -0.010, 0.007], [-0.166, 0.081, -0.080], [-0.135, 0.071, -0.212], [-0.101, -0.002, -0.032], [0.076, -0.019, -0.010], [-0.045, 0.110, -0.052], [0.018, 0.012, 0.083], [0.042, 0.019, -0.007], [0.108, -0.047, -0.117], [-0.043, 0.059, 0.060], [0.018, 0.135, -0.028], [-0.051, -0.011, -0.041], [-0.038, -0.066, 0.099], [-0.027, -0.027, 0.035], [-0.014, 0.071, -0.092], [-0.004, 0.038, -0.112], [-0.189, -0.103, -0.064], [0.013, 0.001, 0.119], [0.050, -0.021, -0.039], [-0.028, -0.029, -0.017], [-0.050, 0.075, -0.028], [0.061, 0.049, 0.035], [-0.005, -0.061, 0.078], [-0.126, 0.018, 0.016], [0.027, -0.207, 0.069], [-0.123, 0.066, -0.061], [0.158, 0.015, 0.046], [-0.082, 0.075, 0.127], [0.024, -0.050, -0.120], [0.036, 0.089, 0.011], [0.038, 0.124, 0.017], [0.051, 0.090, 0.196], [0.124, -0.029, -0.059], [0.037, 0.027, -0.063], [-0.056, 0.028, -0.008], [-0.053, 0.094, 0.065]], "lowdin_spin": [0.0441, 4.0185, 0.0004, 0.0383, -0.0206, 0.0134, 0.0988, 0.1206, -0.0189, -0.0130, 0.1786, -0.0004, 0.0002, 0.0001, -0.0003, 0.0242, -0.0027, 0.0005, -0.0009, 0.0322, 0.0000, 0.0015, 0.0001, -0.0034, 0.0401, 0.0001, 0.0004, 0.0298, 0.0000, 0.0007, 0.0760, -0.0028, -0.0008, 0.0000, 0.0000, 0.0001, 0.0000, 0.0972, 0.0002, 0.0000, 0.2868, 0.0112, 0.0358, -0.0001, 0.0193, 0.0082, -0.0008, 0.0000, 0.0000, -0.0025, 0.0000, -0.0120, 0.0006, -0.1245, 0.0000, 0.0000, 0.0002, -0.0008, 0.0027, 0.0000, 0.0000, 0.0000, 0.0034, 0.0000, 0.0000, 0.0000, 0.0000, 0.0000, 0.0000, 0.0000, -0.0008, 0.0000, 0.0007, -0.0007, 0.0002, 0.0052, 0.0027, -0.0005, 0.0000, 0.0000, 0.0000, 0.0185, -0.0010, 0.0001, 0.0007, 0.0000, 0.0000, 0.0000, 0.0001, 0.0000, -0.0034, 0.0000, -0.0001, -0.0003, 0.0001, 0.0001, 0.0000, -0.0005, 0.0002, -0.0008, 0.0000, -0.0004, 0.0000, 0.0000]}